(1)
The following is a DFT calculation (ωB97M-V/def2-TZVPD) of C31H30IN5O2SSbSe4Ti as an isolated structure in a non-equilibrium geometry.

```
! wB97M-V def2-TZVPD RIJCOSX def2/J DEFGRID3
* xyz -2 2
C -3.67930 0.75141 2.15016
O -1.11821 -1.24898 1.52964
H -5.83814 2.92062 0.65714
H 1.61848 -3.66029 1.66334
C 3.86718 3.33745 -4.21523
C -0.92205 -0.29090 -0.61289
C -2.54203 1.51708 2.29654
H -1.25081 0.85483 -3.77910
Sb -1.20323 -1.54455 6.60693
C -1.45906 -2.62195 -0.42463
N -1.12317 -1.95156 -3.99144
I 0.13057 3.20469 3.07161
C -4.86674 1.25798 1.57710
C -1.68448 5.14605 1.68103
H 0.17335 -2.68983 3.68926
H -1.68863 -3.46628 0.21427
Se -2.46731 0.06045 7.90905
N 2.15003 -1.81100 0.20484
H -1.69676 -3.68482 -2.27604
C 2.57407 -3.03085 -0.45153
C 0.76258 0.74292 -5.33208
C 1.60328 -0.80647 -3.73133
H -0.00316 1.02266 -6.04561
Se 1.18696 -1.78979 7.05385
C 1.50106 -4.36318 4.02730
Se -0.88382 -0.11497 4.34482
C -2.86256 5.60839 1.05565
H 4.70107 -2.75792 -0.18917
N 1.63407 -2.79921 2.19293
C -1.15460 -1.40778 0.17984
C 1.86358 -1.69651 1.52145
C -1.16421 -1.65980 -2.65528
H -4.82364 5.10478 0.41458
S 1.91568 -0.09373 2.19364
C 0.59039 -0.43088 -4.61827
H 1.80989 -2.23586 4.19918
H 1.81104 -3.80233 -0.30223
C 2.70292 -0.00458 -3.53042
H -2.92800 6.63973 0.73695
O 3.93477 1.96754 -3.90387
C 3.94417 -3.51990 0.00133
C -3.83481 3.40698 1.30230
C -0.56672 2.00440 -0.68356
C -1.04083 0.84816 -2.71959
C -0.81151 2.04012 -2.04313
H 3.95628 -3.74280 1.06876
C -3.90910 4.75815 0.87906
H 2.43243 -0.92420 -0.19502
Ti -0.69402 0.44995 2.17683
H 2.55032 -4.63155 3.88836
H 4.71975 3.80591 -3.72523
C -1.01092 -0.35941 -2.03608
C -2.65574 2.89946 1.90272
C -1.47672 -2.73772 -1.80282
H 1.25641 -4.44364 5.08478
H 2.57851 -2.82223 -1.51956
N -0.63918 0.89330 0.03812
H 3.48852 -0.28885 -2.84190
H 3.93526 3.51478 -5.29448
H -0.31945 2.90920 -0.13364
C -4.94065 2.54104 1.13037
H 1.50515 -1.73851 -3.19259
H -0.85735 5.82411 1.84738
C 1.23437 -2.93961 3.59704
C -1.60272 3.84662 2.07929
H 0.87485 -5.07012 3.48162
C 2.82436 1.21386 -4.20264
H -0.79734 2.98609 -2.56727
H 2.93879 3.78022 -3.83895
H -5.71978 0.59832 1.46443
Se -2.34881 -3.38877 5.50786
N -0.53041 -1.25386 -4.92219
H 1.93920 2.49840 -5.68234
C 1.85737 1.57883 -5.12254
H 4.22263 -4.42423 -0.53871
H -3.67336 -0.28505 2.50001
*
```

Values from the calculation:
molar mass = 1149.05 g/mol
HOMO-LUMO gap (alpha / beta) = 4.677 / 5.475 eV

Atomic partial charges in e from the Löwdin method, atoms 1 to 4:
1 C -0.107
2 O -0.265
3 H 0.100
4 H 0.125


(2)
The following is a DFT calculation (ωB97M-V/def2-TZVPD) of C31H30IrN5O2PS as an isolated structure.

```
! wB97M-V def2-TZVPD RIJCOSX def2/J DEFGRID3
* xyz 1 5
N 0.50517 -3.84297 -1.51216
H -3.19913 -4.94709 4.72335
C 3.87411 -4.23122 -1.77884
H 2.35938 -2.95453 5.00120
O -1.42654 1.35412 -0.94076
N 0.12143 -0.63451 -2.25333
C -0.47335 -1.95792 2.47477
C 3.47546 -3.24487 -3.93655
C -2.50188 -0.49908 0.01639
H 4.75690 1.71231 2.91332
C 3.89897 0.73532 1.21111
N -0.33357 -2.92191 -0.81807
C -4.84113 0.12030 -1.37012
H 4.02057 -5.29583 -3.63888
C -1.38735 2.44815 -1.85834
H -0.01189 -4.67233 -1.78066
H -3.67691 -2.00834 0.99024
H 4.14899 -5.08665 -1.17339
C 0.85064 -1.34887 2.43025
N -1.32331 -0.81200 0.61888
H 7.44547 -0.64157 0.55182
H 3.61535 -2.93308 -0.09006
C -4.85012 -0.90077 -0.41684
P 2.81208 -0.37429 -1.09377
H -2.18282 3.16163 -1.64591
C 3.81116 -4.34543 -3.16421
H -1.37110 -5.62642 6.24687
H 7.03065 0.83616 2.49164
H 2.91952 1.91703 -1.77427
H -2.77515 -3.25576 2.96723
H -3.72073 1.67875 -2.31738
C -3.69916 -1.20990 0.26629
H -0.80546 -3.31984 -0.00900
C -1.98848 -3.55122 3.64617
C 6.45005 -0.26010 0.74167
S -0.07231 -0.55064 -5.01625
C -0.72984 -2.95451 3.51287
N -1.45813 -1.70737 1.64482
C -1.19184 -4.87480 5.48906
C 4.12861 -0.10277 0.12008
C 3.25581 -1.90611 -1.94892
H 0.85293 -4.57439 6.04707
C 3.08418 0.96663 -2.28221
H 4.11383 0.92088 -2.63611
H 2.96086 -1.16647 -3.95141
H 5.60620 -1.23951 -0.96417
C 3.57850 -3.02237 -1.17169
H -5.76095 -1.45115 -0.22176
H -1.03833 -2.60545 -1.47290
H -5.73963 0.35250 -1.92628
C 3.20696 -2.02163 -3.33289
Ir 0.56287 -0.62409 -0.36855
C 0.03977 -0.60545 -3.43415
H -0.42450 2.92734 -1.71098
C -2.53838 0.60522 -0.88822
H 3.41685 -3.33267 -5.01413
H 2.79944 -1.24580 3.27436
C 4.94094 1.06413 2.06602
O 1.15652 -0.46211 1.49251
C 0.04993 -4.28661 5.37834
C 6.21541 0.56726 1.83215
C 0.29862 -3.31412 4.40233
H -1.46675 2.09576 -2.88852
C 5.41299 -0.59634 -0.11568
C -2.21915 -4.49859 4.62350
H 2.90627 1.12514 1.39356
C -3.69317 0.87065 -1.60118
C 1.83137 -1.72787 3.34740
H 2.39503 0.89425 -3.12528
C 1.57943 -2.67637 4.30263
H 1.26725 -4.11365 -0.90614
*
```

Values from the calculation:
molar mass = 759.87 g/mol
HOMO-LUMO gap (alpha / beta) = 7.267 / 5.359 eV

Atomic partial charges in e from the Löwdin method, atoms 1 to 4:
1 N -0.004
2 H 0.109
3 C -0.081
4 H 0.120


(3)
The following is a DFT calculation (ωB97M-V/def2-TZVPD) of C31H30N9O7SV as an isolated structure in a non-equilibrium geometry.

```
! wB97M-V def2-TZVPD RIJCOSX def2/J DEFGRID3
* xyz 0 3
C -3.75772 -1.83425 -0.51070
H -2.92213 -3.90179 -1.47810
C -1.25040 -4.11069 -0.11955
O 3.53945 7.58461 0.77911
C 2.86090 -0.53632 -2.72689
O 4.93778 -1.34244 -0.87016
H 2.12706 -3.07862 -3.00666
C 2.67622 -1.56541 -1.60362
H -1.58349 -6.09706 -0.84260
N -3.00556 0.14150 0.60962
H 3.48417 1.13804 -1.47519
H -0.42184 -0.87726 5.23284
H 0.13014 7.48675 -3.02309
N 1.00386 5.48617 0.05420
H 3.23947 -4.02946 -0.29623
N -0.66266 -3.31758 0.78758
C 2.74687 0.90937 -2.24908
C -1.08977 -5.48723 -0.09760
C -1.32432 -0.99508 3.36113
H 2.76142 -5.08415 -1.62230
H 1.75104 1.12108 -1.84630
O 1.86961 -1.02785 2.42211
C -4.06877 -0.54156 0.18646
C 1.28935 6.78924 -0.07189
C -1.42729 -0.92242 4.81253
H 0.94166 -5.62849 2.60351
O 0.27574 -1.46574 -1.73222
N 1.07243 -1.32690 0.30641
C -5.36630 -0.11266 0.37349
C 0.37875 4.88498 -0.94294
N -2.42046 -2.07827 -0.54687
H 2.11049 -0.75031 -3.48789
N 0.98906 7.51884 -1.16126
H -1.94312 -1.80227 5.19168
C 0.14827 1.58274 0.80778
C -3.20202 1.29831 1.24544
H 3.83618 -3.06150 -2.57153
S 2.18464 7.57268 1.30068
O 1.95864 6.65553 2.40244
C 0.44691 2.89582 0.54405
H -6.17392 -0.72708 0.00006
H -0.49299 5.07446 -2.92358
C 2.57742 -4.11195 -1.16378
C -0.58035 2.62315 -1.58843
N 3.37895 -1.17829 0.75031
C 0.31095 -5.22620 1.82304
H -0.87726 2.98349 -2.56294
C 1.29779 -1.44087 -1.01525
C -5.56710 1.08621 1.03529
H 0.58832 -3.17784 2.42216
C 0.02338 5.54795 -2.09771
V -0.96985 -1.12163 0.32894
H 2.91983 1.60365 -3.07134
C 2.82444 -2.99365 -2.17198
C -0.30424 -6.05012 0.88846
H -1.97756 -0.02727 5.09740
H 3.84506 -0.71130 -3.15978
C -0.86333 1.31840 -1.24735
H -0.16822 -7.12342 0.93230
H 1.54448 -4.10939 -0.80444
H -1.37552 0.65909 -1.93526
H 0.96989 3.52049 1.25950
C 2.08275 -1.17303 1.23193
H 0.44180 1.12399 1.74311
H -2.31869 1.83934 1.56505
H -4.57697 2.75112 1.99067
O 1.55095 8.86485 1.43771
C 0.07101 3.44589 -0.67972
H 4.10741 -1.01904 1.43202
C 0.11156 -3.86686 1.73424
C -2.04238 -3.35719 -1.14792
C 3.77096 -1.34787 -0.56870
O -4.65362 -2.52538 -0.95880
N -0.51769 0.79382 -0.06318
H -1.40023 -3.18588 -2.01317
C -4.46579 1.80619 1.47757
H -6.56874 1.45928 1.20634
N -1.20790 -1.00883 2.22598
C 0.37113 6.89140 -2.14712
*
```

Values from the calculation:
molar mass = 723.65 g/mol
HOMO-LUMO gap (alpha / beta) = 6.239 / 5.979 eV

Atomic partial charges in e from the Löwdin method, atoms 1 to 4:
1 C -0.464
2 H 0.123
3 C -0.230
4 O -0.352


Per-record relative energy (zero: lowest compared OMol25 entry of this formula, charge and spin), eV: 0.5628 0.0000 0.5346